No. 1
{
  "formula": "C6H10N3",
  "method": "ωB97M-V/def2-TZVPD",
  "gap_ev": 8.0,
  "smiles": "CC(C)=Nc1[nH]cc[nH+]1",
  "lumo_energy_ev": -4.642,
  "charge": 1,
  "homo_ev": -12.624,
  "elements": ["H", "C", "N", "C", "N", "N", "C", "H", "H", "H", "H", "H", "C", "H", "C", "H", "C", "H", "H"],
  "xyz": [[-2.703, 0.372, 0.086], [2.011, -2.167, 0.634], [0.466, 0.623, -1.355], [0.978, -0.342, -0.366], [0.708, -0.241, 1.043], [1.760, -1.518, -0.676], [-0.932, 2.518, -0.419], [1.265, -1.525, 2.882], [-1.386, 3.187, -1.227], [0.113, 2.883, -0.106], [2.073, -1.839, -1.614], [2.600, -3.115, 0.856], [-1.979, -0.048, -0.716], [0.184, 0.446, 1.600], [-0.751, 0.973, -0.881], [-1.655, -1.087, -0.315], [1.336, -1.356, 1.759], [-2.514, -0.237, -1.724], [-1.575, 2.473, 0.540]],
  "forces_ev_per_angstrom": [[1.002, -0.620, -1.667], [-2.035, 2.518, 2.940], [-0.570, -1.913, 5.202], [-0.756, -0.501, -1.624], [2.325, -3.131, -1.371], [-1.539, 1.863, 5.094], [0.257, -1.281, -0.030], [0.174, 0.330, -1.965], [0.511, -0.917, 1.260], [-1.620, -0.460, -0.816], [-0.462, 0.589, 1.099], [-0.860, 1.602, -0.952], [0.313, 0.008, 1.194], [0.363, -0.052, -1.194], [-0.081, 0.872, -0.532], [-0.239, 1.722, -0.865], [1.562, -1.535, -5.634], [0.970, 0.669, 1.590], [0.685, 0.237, -1.731]]
}

***

No. 2
{
  "formula": "C6H10N4",
  "method": "ωB97M-V/def2-TZVPD",
  "gap_ev": 9.5,
  "smiles": "C[N@@+]12N=CC[C@@H]1N=CC2=[NH2+]",
  "lumo_energy_ev": -10.410,
  "charge": 2,
  "homo_ev": -19.889,
  "elements": ["C", "H", "H", "H", "H", "C", "N", "H", "H", "C", "H", "H", "N", "C", "N", "C", "C", "H", "N", "H"],
  "xyz": [[-1.410, -0.068, -1.565], [2.180, -0.789, -1.140], [-2.621, 1.504, -0.522], [1.537, 2.959, -0.094], [-1.160, 0.622, 1.602], [1.334, 0.601, -0.078], [2.246, 0.082, -0.770], [-2.878, 0.001, 0.008], [3.143, 0.525, -0.928], [0.494, -1.380, 0.886], [-0.229, -1.351, 1.660], [-1.894, -0.183, -2.494], [-0.236, -0.452, -1.469], [-0.916, 0.825, 0.555], [0.188, -0.109, 0.207], [-2.085, 0.561, -0.419], [0.903, 2.097, 0.089], [0.264, -2.229, 0.289], [-0.295, 2.054, 0.349], [1.528, -1.286, 1.203]],
  "forces_ev_per_angstrom": [[-0.816, 0.812, 0.745], [-0.344, -3.585, -1.239], [0.303, 0.319, -0.928], [-0.088, -0.015, 0.068], [-0.197, 0.509, 0.000], [-0.899, 3.234, -0.565], [1.972, 2.536, 1.118], [-0.509, -1.383, 0.391], [0.098, 0.534, -0.164], [-0.450, 0.613, 0.525], [-0.132, -0.609, 1.433], [-0.459, -0.328, -1.369], [1.090, -0.672, 0.886], [0.153, -0.964, 0.774], [-0.358, -1.767, -3.076], [0.759, 1.294, 1.276], [2.294, -1.800, -0.111], [0.165, -0.629, -0.791], [-2.424, 2.590, 0.569], [-0.158, -0.687, 0.460]]
}

***

No. 3
{
  "formula": "C6H10N4",
  "method": "ωB97M-V/def2-TZVPD",
  "gap_ev": [6.4, 7.4],
  "lumo_energy_ev": [-9.889, -9.510],
  "charge": 2,
  "homo_ev": [-16.244, -16.879],
  "elements": ["C", "N", "H", "C", "C", "N", "H", "H", "H", "C", "H", "N", "C", "H", "H", "C", "H", "N", "H", "H"],
  "xyz": [[0.707, -0.225, 0.007], [-1.946, 0.847, 0.453], [-2.773, -1.988, -0.344], [-1.340, 1.988, 0.227], [0.359, 0.804, -1.043], [-1.871, -1.587, -0.059], [-1.847, 2.907, 0.807], [2.226, 1.066, 1.004], [1.278, -2.093, 0.199], [2.019, -0.024, 0.643], [-0.393, 0.419, -1.750], [-0.152, 2.009, -0.335], [-2.035, -0.311, 0.117], [1.219, 1.250, -1.387], [0.442, 2.754, 0.005], [-0.685, -2.225, -0.095], [2.924, -0.254, 0.046], [0.458, -1.559, 0.002], [-0.824, -3.256, -0.098], [2.234, -0.519, 1.601]],
  "forces_ev_per_angstrom": [[2.294, 0.089, -0.192], [-0.199, -1.994, -1.078], [0.550, -1.038, 0.069], [-2.311, 2.865, 3.025], [-2.583, -0.318, 2.219], [-1.738, 1.247, 0.133], [1.646, -1.954, -1.593], [-0.621, -1.588, -1.009], [0.573, -0.928, 0.326], [2.321, 2.857, 2.138], [0.634, 0.650, -0.229], [-1.250, -0.577, -0.013], [0.800, 2.355, 0.075], [2.259, -0.159, -1.887], [0.359, 0.206, -0.604], [0.289, 0.882, 0.051], [-0.600, 0.009, -0.405], [-2.411, -0.443, -0.468], [0.702, -1.743, -0.305], [-0.715, -0.418, -0.254]]
}